Entry 1:
ORCA calculation (wB97M-V/def2-TZVPD) on an isolated molecule of C3H2ClN.

Structure (XYZ):
```
7
C3H2ClN (wB97M-V/def2-TZVPD)
C 0.0741 0.2704 0.2446
C 1.4581 -0.1045 -0.2043
N 2.5063 -0.3475 -0.6628
C -1.0843 -0.2469 -0.1555
H -1.1339 -1.1602 -0.8819
Cl 0.2160 1.5231 1.4251
H -2.0364 0.0656 0.2349
```

## Properties
Orbital gap   10.586 eV
Energy above the lowest of the compared OMol25 structures with the same formula, charge and spin   9.7 kcal/mol
HOMO energy   -0.3873 hartree

=====

Entry 2:
ORCA calculation (wB97M-V/def2-TZVPD) on a structure of composition C23H22FN2NbO4S.

Structure (XYZ):
```
54
C23H22FN2NbO4S (wB97M-V/def2-TZVPD)
C -0.0334 4.1185 -2.8123
O 3.9577 0.8414 -0.5580
H -3.5611 1.4224 -2.2190
H 0.2247 -3.3037 1.5719
H 0.7827 0.7453 4.2808
C 1.2346 -3.0511 1.2382
H 4.5153 -3.8566 1.6479
C -0.5742 5.1052 -1.9805
Nb 0.3401 0.5989 0.4799
C -1.7276 3.4240 -0.6815
C 3.6372 -3.3448 1.2595
H 0.6165 4.3817 -3.6530
H -2.6111 -1.8540 -1.8653
C -1.4878 0.2368 1.7292
H -0.4969 -4.0337 -0.5083
C 1.3893 -2.0547 0.2622
C 2.3661 -3.6903 1.7360
S 2.8412 1.6569 -0.1728
H 0.1272 1.9808 -3.1470
C -0.4883 -3.3694 -1.3829
H -0.3198 6.1551 -2.1568
H 2.7267 -1.0595 -1.0844
F 0.0285 2.0537 2.0508
C 2.6567 -1.7576 -0.2530
C -0.6832 -1.9234 -1.0014
H 0.4461 -3.5289 -1.9405
C -2.9217 0.6566 -2.6659
C 0.0032 0.1846 3.7425
H -0.2573 -1.5350 5.0554
C -1.8961 -1.1017 2.0864
H -1.9905 -2.5450 3.6921
H 2.2525 -4.4733 2.4868
H -1.9439 5.5549 -0.3629
H 4.7655 -2.0442 -0.0675
C -1.1337 2.4350 -1.4743
C -1.4626 4.7676 -0.9548
H -1.3140 -3.6736 -2.0390
O 2.9901 3.0761 -0.0217
H -2.3682 3.1166 0.1470
O 2.1691 1.0044 1.1988
H -3.5588 -0.1610 -3.0133
N -1.1474 1.0420 -1.0436
N 0.2558 -1.3250 -0.2479
H -2.4135 1.0780 -3.5408
C -1.9243 0.1451 -1.6678
O 1.5697 1.3151 -1.0687
C -0.5803 -1.0201 4.1538
H -2.1946 0.9495 1.2525
C 3.7871 -2.3555 0.2912
C -0.3138 2.7815 -2.5545
H -2.4963 -1.6582 1.3649
C -1.8050 -1.2359 -1.4704
C -1.5372 -1.6229 3.3274
C -0.4409 0.7511 2.5546
```

## Properties
Orbital gap (spin up / spin down)   5.205 / 5.203 eV
Energy above the lowest of the compared OMol25 structures with the same formula, charge and spin   1.0 kcal/mol
Charge   +2
HOMO energy (spin up / spin down)   -0.5505 / -0.5505 hartree

=====

Entry 3:
ORCA calculation (wB97M-V/def2-TZVPD) on the ion C18H29N2O with charge +1.

Structure (XYZ):
```
50
C18H29N2O (wB97M-V/def2-TZVPD)
C 0.1859 0.6127 -1.1425
H -2.1553 -3.0014 -1.5494
C 2.2624 -1.4314 -0.0656
H 0.5206 2.2662 1.0172
H -3.5522 3.2868 -0.3440
C -4.2907 0.8321 0.1756
H -1.2000 0.9503 -2.5233
C -2.2330 0.1986 -0.8696
H 4.6582 1.2793 1.8718
H -6.0102 -0.1181 2.0297
H 5.6580 -1.2039 -0.7860
C 3.9841 1.2199 1.0166
H -1.8846 2.9208 -0.8025
C -4.5413 -0.4911 0.5219
N -1.0597 0.5865 -1.5862
C -1.5695 -2.2473 -1.0276
C -5.7864 -0.8556 1.2627
H -0.7998 -1.8899 -1.7078
H -3.8255 -2.4975 0.3616
H -5.6960 -1.8346 1.7250
H -6.6298 -0.8823 0.5731
H 3.4154 -1.0754 -1.8358
H 2.1730 1.0271 2.1378
H -1.0632 1.4912 1.0652
N 1.9445 -0.0309 0.3173
C -2.9235 2.6204 -0.9274
H 4.9371 -1.2902 0.8084
H 2.3009 -2.0375 0.8424
C 2.7669 0.4130 1.4653
H -0.0521 -0.7124 0.6016
C -0.0004 1.3366 1.2358
H -3.1842 2.7520 -1.9780
H 3.6822 2.2399 0.7726
C 4.7901 -0.9015 -0.1998
C 0.4704 0.2052 0.3292
H 2.2054 0.5494 -0.5384
H 0.1161 1.0864 2.2872
C -3.6315 -1.4609 0.1302
H -1.1005 -2.7413 -0.1760
H 3.7532 -2.5967 -1.0207
H 4.2759 0.9709 -1.1189
O 1.1488 0.9683 -1.8128
H 1.4569 -1.8123 -0.6962
H 3.0828 -0.4697 2.0227
H -5.0039 1.5946 0.4499
C -3.1521 1.1954 -0.5230
H 5.7428 1.0270 -0.1724
C -2.4782 -1.1412 -0.5755
C 4.7289 0.6277 -0.1856
C 3.5630 -1.5353 -0.8559
```

## Properties
Orbital gap   9.795 eV
Energy above the lowest of the compared OMol25 structures with the same formula, charge and spin   0.0 kcal/mol
Charge   +1
HOMO energy   -0.4373 hartree

=====

Entry 4:
ORCA calculation (wB97M-V/def2-TZVPD) on a structure of composition C18H48F2NO24S8V.

Structure (XYZ):
```
102
C18H48F2NO24S8V (wB97M-V/def2-TZVPD)
S -2.6494 -5.5118 -5.3022
C 2.5371 -0.4144 1.9896
O -1.2391 -5.5339 -6.1780
O 4.9239 -0.5970 0.8218
H 0.2075 -2.8826 2.5914
H -5.3088 4.3042 -0.4500
O -0.9377 -4.2389 4.7763
H 2.5326 4.0525 -6.8809
S -1.5464 0.7455 -1.0307
H -0.7296 -7.3160 2.8223
C -0.0499 -5.8348 -5.5903
O 3.6153 -2.7064 1.0178
H -2.2751 -3.1874 -5.2035
H 1.1129 -4.3961 2.3339
C 1.8341 4.5943 -1.0013
V -2.3873 1.6760 -4.1448
H -1.0178 -7.3291 4.4757
O 4.6999 -1.7763 3.0059
O 0.0496 0.9931 3.5519
O -5.4994 3.5922 2.7018
H 1.7204 -0.4960 1.2723
O -0.7714 -0.6464 5.3906
O -2.1586 1.4095 4.7615
O -1.9234 -0.4858 -0.3400
H -4.1457 6.6584 2.7608
C 1.8159 4.2055 -6.0741
H 2.7889 0.6074 2.2734
H 2.0259 -0.8908 2.8262
H -2.2574 0.2857 2.2701
O -0.8800 -4.6894 2.2663
H 1.4932 -4.6379 -6.8560
H 7.8520 -2.1934 2.6461
C -0.5310 -6.7206 3.7135
C 5.8181 -2.6241 3.0178
C -3.5262 5.9474 3.3074
H -3.5813 -3.7200 -4.0527
S -1.2508 0.3277 4.3828
O 1.1374 4.5935 -3.4163
H -0.0394 4.0770 -1.5779
H 0.9770 -2.5258 0.4684
C 1.0938 -5.6309 -6.6500
H 0.5361 2.1353 1.9752
F 0.9012 0.4675 -3.4751
O 3.6073 4.8803 -4.0462
O 0.8472 -0.6395 -1.3742
O -0.3309 -1.6243 -3.1725
H -5.7609 5.5181 0.7250
H -1.8242 7.1255 3.0338
H 1.7368 4.1808 0.0026
O -1.1919 2.3091 -4.8989
H -4.0316 5.5581 4.1912
H -1.2489 -1.2821 2.6711
H 1.7942 3.0976 3.7562
C 0.2598 -3.8014 2.0073
C 0.7555 3.4185 3.6765
C -4.9495 4.8587 0.4169
C -0.0032 2.2954 2.9088
S -0.0015 -0.3910 -2.4730
C -2.3098 6.6005 3.8563
C 0.3150 -3.3800 0.6100
H -1.4306 6.0122 4.1191
C -1.9979 -0.5362 2.9374
H 7.2693 -1.3804 4.0347
S 3.9746 -1.4135 1.4980
S -1.3657 -5.1703 3.7402
H 5.8710 -3.2840 2.1519
H 1.8305 5.6810 -0.9163
O -2.7743 -5.4508 3.6071
H 0.3197 3.5798 4.6625
H -1.9494 -3.8754 -3.5833
O -3.1300 2.8167 -3.2921
H -1.0233 2.5536 2.6242
F -2.9753 1.4481 -0.9476
H 0.7772 -4.0872 -0.0788
H 0.9729 3.5167 -6.1288
O -3.6402 2.6572 1.2876
O -3.1962 4.9159 2.4615
H 2.0347 -6.0617 -6.3078
H 0.8080 4.4466 3.3182
C 6.9565 -1.7181 3.0467
H 1.0136 2.8788 -2.2676
H 1.4328 5.2134 -6.2340
S 2.4496 3.9667 -4.3344
N -1.3544 0.6861 -2.5174
H 2.8617 4.3973 -1.3068
H 0.8670 -6.1854 -7.5606
S -4.3229 3.8324 1.8712
C 0.9017 3.9520 -2.1134
O -2.4549 -6.5013 -4.2470
H -2.8727 -0.9864 3.4065
O -0.7615 1.7553 -0.3037
H 0.2087 -5.1896 -4.7506
H 5.8896 -3.3338 3.8420
C -2.5917 -3.9216 -4.4627
H -0.6319 -3.1613 0.1166
H -2.3909 7.3229 4.6685
H 0.4557 -6.4598 4.0961
H 6.8921 -0.8950 2.3350
H -4.1345 5.4738 0.0353
O -3.8187 -5.5267 -6.1941
O 2.5318 2.5075 -4.0856
H -0.1324 -6.8863 -5.3156
```

## Properties
Spin multiplicity   2
Orbital gap (spin up / spin down)   5.009 / 1.710 eV
Charge   +1
HOMO energy (spin up / spin down)   -0.4391 / -0.4391 hartree

=====

Entry 5:
ORCA calculation (wB97M-V/def2-TZVPD) on a structure of composition C17H14IrN7O7S3.

Structure (XYZ):
```
49
C17H14IrN7O7S3 (wB97M-V/def2-TZVPD)
N -1.3375 5.2713 3.1095
O -1.0561 0.9136 1.5246
S 0.8859 1.9383 -0.3945
N 2.1065 0.0388 -1.7532
C -0.7855 2.8159 2.5220
C 1.2426 -3.2394 1.6412
N -0.1714 -1.4390 0.9889
C 2.8367 -2.6914 -0.8878
H -6.1209 -0.1445 -4.8830
O -4.5652 0.8551 -0.5861
C -5.1042 -0.2603 -4.5338
C -1.1130 4.1799 2.8369
C -2.5003 -0.5218 -3.6251
C -2.8358 -0.9486 -4.8937
H 2.3962 -3.6702 -1.0779
C 0.2726 2.1630 3.2560
O -0.6936 -1.4443 -1.9501
N -1.4641 2.2202 1.6080
O -0.5049 0.7759 -2.7285
S -0.7962 -0.5887 -3.1725
C 1.7659 1.3586 -1.7468
C -0.7724 -2.8022 2.8377
O -2.2251 1.5399 -0.8752
H 2.2152 -0.4601 -2.6320
H -4.4013 -1.1638 -6.3428
H 2.6163 1.7761 -3.5445
O -2.6111 -0.6741 -0.3414
C 0.9419 -2.1839 0.8080
H -1.9070 -1.1409 2.0524
H -1.4874 -3.0155 3.6187
C 0.3768 -3.5508 2.6809
C -1.0201 -1.7507 1.9727
C -4.7769 0.1549 -3.2473
H 3.6530 -2.8187 -0.1737
C -3.4787 0.0293 -2.7770
Ir -0.7021 0.1206 -0.2487
H 0.5989 -4.3714 3.3489
S -3.2811 0.4969 -1.0608
O 0.0046 -0.9944 -4.2935
N 1.5269 -0.6014 -0.6962
N 2.1928 2.1443 -2.7056
H -2.0616 -1.3606 -5.5260
C 1.8056 -1.7800 -0.3219
N 1.1165 1.6464 3.8376
H -5.5358 0.5699 -2.6016
H 1.8571 3.0947 -2.7320
C -4.1447 -0.8241 -5.3488
H 3.2582 -2.3095 -1.8132
H 2.1496 -3.8049 1.4835
```

## Properties
Spin multiplicity   2
Orbital gap (spin up / spin down)   8.010 / 7.215 eV
Energy above the lowest of the compared OMol25 structures with the same formula, charge and spin   34.9 kcal/mol
Charge   +1
HOMO energy (spin up / spin down)   -0.4593 / -0.4616 hartree

=====

Electronic energy for the records above, in order: -17154.4222 -50464.0259 -24159.8276 -187856.3985 -77952.5989 eV
Maximum force for the records above, in order: 0.0513 0.1381 0.0185 0.2483 0.0232 Eh/bohr